Record 1
# C42H104N8O8

8 unconnected molecules or ions with the total composition C42H104N8O8 (ωB97M-V/def2-TZVPD, the Open Molecules 2025 dataset).

Bonds (Å) are listed after each position.
Positions of all 162 atoms, in Å:
1 C -3.85 7.74 26.76  C60 1.543, C92 1.523, N98 1.463, C108 1.517
2 H -11.48 5.16 27.17  C20 1.089
3 O -5.42 6.95 25.21  H85 0.963, N98 1.416
4 H -6.31 7.61 29.43  O9 0.964
5 O -9.19 10.75 28.91  C22 1.430, C41 1.400
6 H -7.87 -0.19 33.92  C105 1.098
7 C -5.34 7.28 34.00  C47 1.522, C76 1.532, H129 1.095, H162 1.101
8 C -7.35 0.07 24.44  C62 1.507, H79 1.095, O123 1.432, H139 1.100
9 O -6.49 8.29 30.10  H4 0.964, N109 1.438
10 H -3.34 8.62 22.56  C83 1.091
11 H -10.27 8.04 28.57  N48 1.025
12 C -7.38 1.90 29.95  C58 1.511, H97 1.097, H132 1.092, H141 1.092
13 C -11.64 0.17 26.64  H42 1.095, C80 1.522, C122 1.531, N145 1.470
14 H -3.46 3.56 25.63  C134 1.086
15 H -1.58 6.09 24.96  C81 1.096
16 H -5.21 1.68 24.30  N91 1.021
17 H -5.43 9.08 26.24  C92 1.093
18 C -8.11 7.13 32.14  H23 1.089, H38 1.094, H43 1.090, C140 1.523
19 C -6.13 -0.58 26.59  H24 1.092, C62 1.515, H64 1.093, H157 1.089
20 C -10.56 5.54 26.74  H2 1.089, H45 1.092, H54 1.096, C100 1.507
21 H -1.15 7.29 23.88  C81 1.105
22 C -10.02 10.20 29.94  O5 1.430, H46 1.096, H113 1.101, C150 1.515
23 H -8.16 8.03 32.75  C18 1.089
24 H -6.91 -0.12 27.20  C19 1.092
25 N -9.53 5.71 28.98  C100 1.507, H103 1.015, H133 1.015
26 H -6.39 3.99 26.58  C106 1.098
27 H -13.07 8.65 30.03  C51 1.091
28 H -11.75 2.94 29.37  C146 1.086
29 H -3.04 9.44 24.09  C83 1.089
30 H -7.90 3.32 25.93  C106 1.094
31 N -2.48 0.94 25.97  C49 1.477, H55 1.024, H95 1.016
32 O -2.90 0.96 28.70  C82 1.435, C84 1.417
33 H -7.04 4.54 31.34  C143 1.089
34 H -11.61 8.19 30.87  C51 1.096
35 O -7.71 5.39 25.71  C71 1.410, C106 1.418
36 H -6.45 10.43 31.59  C126 1.092
37 H -8.38 1.76 33.25  C50 1.106
38 H -8.68 6.39 32.71  C18 1.094
39 H -5.56 7.26 27.88  C108 1.098
40 H -8.63 -1.26 22.59  C102 1.103
41 C -7.89 10.99 29.36  O5 1.400, H90 1.099, H120 1.087, H156 1.104
42 H -10.81 0.21 27.34  C13 1.095
43 H -8.65 7.37 31.22  C18 1.090
44 H -4.50 1.24 25.59  N91 1.032
45 H -10.50 5.12 25.73  C20 1.092
46 H -9.49 9.45 30.54  C22 1.096
47 C -4.42 8.14 33.15  C7 1.522, C107 1.530, H115 1.096, H116 1.087
48 N -11.02 8.67 28.27  H11 1.025, H124 1.025, C150 1.456
49 C -2.17 2.14 26.77  N31 1.477, C82 1.505, H110 1.092, C134 1.529
50 C -7.66 1.77 32.42  H37 1.106, C58 1.535, H78 1.100, O111 1.404
51 C -12.13 9.05 30.41  H27 1.091, H34 1.096, H128 1.093, C150 1.519
52 H -4.55 5.84 27.73  C108 1.089
53 H -9.72 -0.57 23.77  C102 1.099
54 H -10.61 6.62 26.63  C20 1.096
55 H -2.59 0.21 26.67  N31 1.024
56 H -10.75 1.92 25.69  C122 1.090
57 H -11.81 10.53 28.92  C150 1.092
58 C -8.38 1.68 31.06  C12 1.511, C50 1.535, H119 1.094, N131 1.460
59 H -4.52 9.62 27.69  C92 1.090
60 C -2.34 7.82 27.06  C1 1.543, H112 1.094, H149 1.095, C160 1.537
61 H -7.23 5.82 27.72  C71 1.097
62 C -6.05 0.01 25.20  C8 1.507, C19 1.515, N91 1.479, H155 1.102
63 H -7.56 5.70 30.16  C143 1.101
64 H -5.17 -0.43 27.09  C19 1.093
65 H -5.87 5.34 30.28  C143 1.092
66 C -3.61 6.10 23.32  C70 1.530, H99 1.089, H130 1.092, H136 1.086
67 H -9.43 -2.38 23.68  C102 1.085
68 H -6.74 5.69 33.76  C76 1.089
69 H -12.68 -1.45 25.83  N145 1.011
70 C -3.28 7.26 24.26  C66 1.530, C81 1.519, C83 1.517, N98 1.474
71 C -8.04 5.91 26.98  O35 1.410, H61 1.097, C100 1.517, H117 1.095
72 H -6.26 -0.88 33.59  C105 1.085
73 H -13.30 -0.13 28.06  C80 1.096
74 H -11.04 -1.56 25.72  N145 1.010
75 H -4.86 0.58 28.99  C84 1.096
76 C -5.98 6.18 33.15  C7 1.532, H68 1.089, H94 1.094, C140 1.539
77 H -4.20 2.20 27.68  C82 1.096
78 H -7.23 2.78 32.56  C50 1.100
79 H -7.21 0.30 23.38  C8 1.095
80 C -12.90 0.62 27.36  C13 1.522, H73 1.096, O86 1.412, H89 1.098
81 C -1.84 7.13 24.73  H15 1.096, H21 1.105, C70 1.519, C160 1.503
82 C -3.13 2.15 27.93  O32 1.435, C49 1.505, H77 1.096, H151 1.099
83 C -3.57 8.61 23.63  H10 1.091, H29 1.089, C70 1.517, H114 1.093
84 C -3.96 0.71 29.60  O32 1.417, H75 1.096, H125 1.093, H142 1.091
85 H -5.78 6.16 25.63  O3 0.963
86 O -12.81 1.88 27.99  C80 1.412, C146 1.410
87 H -6.63 3.87 24.85  C106 1.088
88 H -10.74 0.47 24.69  C122 1.091
89 H -13.67 0.78 26.59  C80 1.098
90 H -7.39 10.07 29.68  C41 1.099
91 N -5.46 1.37 25.24  H16 1.021, H44 1.032, C62 1.479
92 C -4.44 9.14 26.71  C1 1.523, H17 1.093, H59 1.090, H152 1.089
93 H -9.98 2.64 31.84  N131 1.018
94 H -5.16 5.54 32.82  C76 1.094
95 H -1.67 0.60 25.46  N31 1.016
96 H -1.57 9.13 25.58  C160 1.090
97 H -7.09 2.94 29.72  C12 1.097
98 N -4.04 7.02 25.50  C1 1.463, O3 1.416, C70 1.474
99 H -4.61 6.28 22.92  C66 1.089
100 C -9.30 5.30 27.54  C20 1.507, N25 1.507, C71 1.517, H144 1.104
101 H -0.42 7.91 26.14  C160 1.091
102 C -8.99 -1.38 23.63  H40 1.103, H53 1.099, H67 1.085, O123 1.397
103 H -8.97 5.08 29.54  N25 1.015
104 H -12.25 1.32 24.91  C122 1.093
105 C -7.12 -0.40 33.14  H6 1.098, H72 1.085, O111 1.389, H147 1.093
106 C -7.14 4.09 25.78  H26 1.098, H30 1.094, O35 1.418, H87 1.088
107 C -5.18 8.73 31.96  C47 1.530, N109 1.451, C126 1.524, C161 1.541
108 C -4.51 6.92 27.86  C1 1.517, H39 1.098, H52 1.089, H153 1.092
109 N -5.81 7.66 31.20  O9 1.438, C107 1.451, C140 1.486
110 H -1.13 2.20 27.11  C49 1.092
111 O -6.67 0.80 32.61  C50 1.404, C105 1.389
112 H -2.04 6.90 27.57  C60 1.094
113 H -10.27 11.08 30.54  C22 1.101
114 H -4.63 8.84 23.75  C83 1.093
115 H -3.68 7.39 32.84  C47 1.096
116 H -3.93 8.93 33.71  C47 1.087
117 H -8.25 6.97 26.80  C71 1.095
118 H -9.03 3.62 30.96  N131 1.013
119 H -8.70 0.64 31.02  C58 1.094
120 H -7.35 11.51 28.58  C41 1.087
121 H -1.68 3.60 25.22  C134 1.093
122 C -11.32 1.04 25.41  C13 1.531, H56 1.090, H88 1.091, H104 1.093
123 O -7.96 -1.22 24.55  C8 1.432, C102 1.397
124 H -10.49 9.20 27.57  N48 1.025
125 H -3.82 -0.29 30.02  C84 1.093
126 C -6.10 9.84 32.44  H36 1.092, C107 1.524, H148 1.085, H158 1.093
127 H -2.21 4.24 26.68  C134 1.101
128 H -12.37 9.74 31.22  C51 1.093
129 H -4.85 6.80 34.85  C7 1.095
130 H -2.89 6.11 22.50  C66 1.092
131 N -9.43 2.69 30.98  C58 1.460, H93 1.018, H118 1.013
132 H -7.63 1.48 28.97  C12 1.092
133 H -10.49 5.43 29.17  N25 1.015
134 C -2.44 3.42 25.98  H14 1.086, C49 1.529, H121 1.093, H127 1.101
135 H -10.97 1.52 28.86  C146 1.095
136 H -3.55 5.17 23.87  C66 1.086
137 H -12.43 1.38 29.95  C146 1.093
138 H -3.38 8.51 30.88  C161 1.092
139 H -8.04 0.80 24.90  C8 1.100
140 C -6.69 6.66 31.87  C18 1.523, C76 1.539, N109 1.486, C143 1.532
141 H -6.41 1.49 30.22  C12 1.092
142 H -4.03 1.44 30.40  C84 1.091
143 C -6.76 5.49 30.89  H33 1.089, H63 1.101, H65 1.092, C140 1.532
144 H -9.15 4.21 27.64  C100 1.104
145 N -11.81 -1.25 26.30  C13 1.470, H69 1.011, H74 1.010
146 C -11.96 1.91 29.12  H28 1.086, O86 1.410, H135 1.095, H137 1.093
147 H -7.63 -1.03 32.40  C105 1.093
148 H -6.98 9.51 32.99  C126 1.085
149 H -2.18 8.66 27.75  C60 1.095
150 C -11.28 9.66 29.31  C22 1.515, N48 1.456, C51 1.519, H57 1.092
151 H -2.96 2.99 28.61  C82 1.099
152 H -3.84 9.76 26.04  C92 1.089
153 H -4.10 7.21 28.82  C108 1.092
154 H -3.59 10.19 31.55  C161 1.086
155 H -5.40 -0.65 24.60  C62 1.102
156 H -7.86 11.64 30.26  C41 1.104
157 H -6.30 -1.65 26.51  C19 1.089
158 H -5.57 10.53 33.11  C126 1.093
159 H -4.43 9.61 30.09  C161 1.093
160 C -1.45 8.08 25.83  C60 1.537, C81 1.503, H96 1.090, H101 1.091
161 C -4.06 9.34 31.08  C107 1.541, H138 1.092, H154 1.086, H159 1.093
162 H -6.14 7.83 34.52  C7 1.101

As for the HOMO-LUMO gap: 0.31599 Eh. Its HOMO energy is -8.067 eV. The LUMO energy is 0.0195 Eh. Its structure (SMILES) is CC1(C)CCCC(C)(C)N1O.CC1(C)CCCC(C)(C)N1O.COC[C@H](C)N.COC[C@H](C)N.COC[C@H](C)N.COC[C@H](C)N.COC[C@H](C)N.COC[C@H](C)N.


Record 2
# C42H105N7O14

7 unconnected molecules or ions with the total composition C42H105N7O14 (ωB97M-V/def2-TZVPD, the Open Molecules 2025 dataset).

Bonds (Å) are listed after each position.
Positions of all 168 atoms, in Å:
1 H -0.43 1.60 -1.01  C82 1.100
2 C 0.24 2.98 -4.62  H116 1.094, H117 1.097, C151 1.542, N162 1.448
3 H -2.05 -2.58 3.85  C126 1.094
4 C 7.78 7.48 4.23  O39 1.408, H46 1.097, H81 1.102, C127 1.494
5 C -7.80 -6.48 3.88  O47 1.426, H93 1.096, C95 1.529, H166 1.095
6 H -6.86 -4.93 -8.07  C17 1.096
7 O -0.63 -11.11 4.15  C25 1.398, C163 1.415
8 H -8.32 1.34 -3.99  C110 1.093
9 O 5.35 4.37 -2.46  C50 1.413, C105 1.425
10 H -8.44 -3.97 4.70  C58 1.096
11 H -0.68 4.89 1.27  C132 1.089
12 H -6.38 -1.77 -6.99  C90 1.100
13 H 8.64 5.61 4.65  C127 1.093
14 N -5.33 -6.15 3.47  C76 1.444, C95 1.488, H119 1.017
15 H 8.96 5.28 -6.11  C136 1.094
16 C -5.49 1.29 -1.42  H18 1.092, H35 1.093, O70 1.406, H102 1.098
17 C -6.56 -4.19 -7.31  H6 1.096, H68 1.097, O135 1.393, H167 1.094
18 H -5.10 2.31 -1.38  C16 1.092
19 H -6.38 -7.94 3.20  C95 1.091
20 H 5.35 2.55 5.77  C71 1.101
21 C -1.67 -6.91 2.90  H27 1.101, C30 1.544, H108 1.092, N112 1.430
22 H -1.51 -8.06 1.17  C30 1.098
23 H 5.51 9.78 3.62  C54 1.092
24 O -2.35 -0.26 -0.39  C104 1.425, C124 1.405
25 C 0.31 -11.66 5.03  O7 1.398, H29 1.091, H37 1.097, H96 1.095
26 C 3.70 2.95 3.73  O83 1.419, H92 1.089, H142 1.095, H155 1.094
27 H -0.62 -6.92 3.21  C21 1.101
28 H 2.26 2.69 1.13  C128 1.093
29 H 0.70 -12.54 4.53  C25 1.091
30 C -1.59 -6.98 1.36  C21 1.544, H22 1.098, O40 1.412, H57 1.093
31 H 11.88 4.06 -6.98  C134 1.094
32 H -1.90 -9.70 2.54  C140 1.099
33 H 5.71 6.08 4.71  N72 1.007
34 H -0.04 0.13 -0.11  C82 1.088
35 H -6.07 1.02 -0.53  C16 1.093
36 H 3.94 3.59 -1.10  C105 1.087
37 H 1.17 -10.98 5.18  C25 1.097
38 N -7.46 -0.22 -5.08  H48 1.024, C110 1.470, C131 1.464
39 O 6.63 8.07 3.68  C4 1.408, C54 1.414
40 O -2.77 -6.42 0.81  C30 1.412, C122 1.406
41 N 7.94 5.10 -3.82  C61 1.462, H106 1.006, C107 1.455
42 H 4.37 2.55 -2.44  C105 1.092
43 H -6.38 -4.29 3.84  C76 1.097
44 H -5.53 -4.41 2.36  C76 1.092
45 C 2.57 1.03 -5.24  H52 1.090, H67 1.099, O77 1.406, H153 1.098
46 H 8.00 7.83 5.25  C4 1.097
47 O -8.56 -5.42 3.31  C5 1.426, C58 1.430
48 H -6.47 -0.05 -4.85  N38 1.024
49 C 6.31 4.08 4.69  H51 1.094, C71 1.533, N72 1.465, H115 1.092
50 C 5.55 4.43 -3.86  O9 1.413, H101 1.094, C107 1.521, H125 1.093
51 H 6.22 3.82 3.63  C49 1.094
52 H 2.73 0.96 -6.31  C45 1.090
53 H -3.42 -4.64 4.02  C130 1.095
54 C 6.35 9.37 4.17  H23 1.092, O39 1.414, H74 1.095, H109 1.088
55 C -7.25 0.20 -2.58  H66 1.100, O70 1.424, C110 1.512, H160 1.098
56 H 1.93 1.83 -0.31  C128 1.099
57 H -0.72 -6.50 0.91  C30 1.093
58 C -9.23 -4.61 4.28  H10 1.096, O47 1.430, H78 1.086, H149 1.089
59 H -0.21 -9.13 4.46  C163 1.099
60 H -6.71 -6.74 1.99  C95 1.092
61 C 9.37 4.82 -3.98  N41 1.462, H91 1.089, C136 1.551, H147 1.092
62 H 7.06 3.86 -5.30  C107 1.096
63 H -3.72 -0.63 1.15  C124 1.098
64 H -3.15 -1.94 5.06  C126 1.104
65 H 0.59 3.75 -2.63  N162 1.011
66 H -7.94 0.44 -1.75  C55 1.100
67 H 1.71 0.46 -4.87  C45 1.099
68 H -6.24 -4.86 -6.50  C17 1.097
69 O -1.05 4.28 -0.71  C132 1.411, C150 1.437
70 O -6.25 1.22 -2.60  C16 1.406, C55 1.424
71 C 5.11 3.60 5.53  H20 1.101, C49 1.533, O83 1.418, H157 1.088
72 N 6.53 5.51 4.86  H33 1.007, C49 1.465, C127 1.447
73 H -7.97 -1.41 -7.36  C90 1.089
74 H 5.91 9.28 5.17  C54 1.095
75 H -4.58 -3.92 5.18  C130 1.096
76 C -5.47 -4.72 3.40  N14 1.444, H43 1.097, H44 1.092, C130 1.531
77 O 2.62 2.29 -4.60  C45 1.406, C151 1.427
78 H -9.84 -5.16 4.99  C58 1.086
79 N 0.21 2.06 0.93  C82 1.479, C128 1.462, H161 1.014
80 C 2.18 0.64 1.47  H88 1.098, O97 1.417, C128 1.524, H164 1.095
81 H 8.62 7.79 3.59  C4 1.102
82 C -0.46 1.13 -0.01  H1 1.100, H34 1.088, N79 1.479, C104 1.527
83 O 3.84 3.71 4.91  C26 1.419, C71 1.418
84 H 4.64 0.02 2.96  C98 1.104
85 H -2.44 5.34 -1.77  C150 1.098
86 H -2.45 -4.40 0.95  C122 1.094
87 H 2.06 4.23 -4.92  C151 1.089
88 H 1.98 0.75 2.54  C80 1.098
89 H 3.37 3.98 -2.75  C105 1.091
90 C -7.40 -2.03 -6.68  H12 1.100, H73 1.089, C131 1.543, O135 1.422
91 H 9.79 5.78 -3.71  C61 1.089
92 H 4.31 3.37 2.92  C26 1.089
93 H -8.48 -7.34 3.93  C5 1.096
94 H -0.80 5.86 -2.01  C150 1.093
95 C -6.57 -6.87 3.06  C5 1.529, N14 1.488, H19 1.091, H60 1.092
96 H -0.10 -11.96 6.00  C25 1.095
97 O 3.58 0.54 1.31  C80 1.417, C98 1.401
98 C 4.17 -0.46 2.08  H84 1.104, O97 1.401, H118 1.092, H158 1.091
99 H 7.71 5.67 3.14  C127 1.103
100 H -8.52 -1.97 -4.87  C131 1.094
101 H 4.98 3.64 -4.37  C50 1.094
102 H -4.57 0.68 -1.43  C16 1.098
103 H -1.91 3.05 -2.76  C120 1.096
104 C -1.92 0.89 0.34  O24 1.425, C82 1.527, H114 1.093, H148 1.098
105 C 4.20 3.59 -2.15  O9 1.425, H36 1.087, H42 1.092, H89 1.091
106 H 7.62 5.59 -3.00  N41 1.006
107 C 6.98 4.08 -4.23  N41 1.455, C50 1.521, H62 1.096, H141 1.103
108 H -2.02 -5.90 3.14  C21 1.092
109 H 7.22 10.02 4.07  C54 1.088
110 C -8.08 0.29 -3.84  H8 1.093, N38 1.470, C55 1.512, H138 1.094
111 H 9.54 3.63 -5.76  C136 1.099
112 N -2.43 -7.87 3.64  C21 1.430, H129 1.009, C140 1.453
113 H -1.83 -5.22 -0.56  C122 1.096
114 H -2.60 1.74 0.25  C104 1.093
115 H 7.20 3.60 5.11  C49 1.092
116 H -0.48 3.31 -5.36  C2 1.094
117 H 0.07 1.89 -4.55  C2 1.097
118 H 5.08 -0.84 1.60  C98 1.092
119 H -5.24 -6.55 4.40  N14 1.017
120 C -1.36 3.95 -3.06  H103 1.096, H123 1.098, C150 1.528, N162 1.450
121 H 12.30 5.79 -7.07  C134 1.088
122 C -2.62 -5.17 0.19  O40 1.406, H86 1.094, H113 1.096, H145 1.090
123 H -1.98 4.46 -3.81  C120 1.098
124 C -3.02 -1.14 0.48  O24 1.405, H63 1.098, H146 1.093, H159 1.098
125 H 5.31 5.43 -4.22  C50 1.093
126 C -3.01 -2.07 3.97  H3 1.094, H64 1.104, O144 1.404, H165 1.089
127 C 7.72 5.99 4.20  C4 1.494, H13 1.093, N72 1.447, H99 1.103
128 C 1.65 1.88 0.75  H28 1.093, H56 1.099, N79 1.462, C80 1.524
129 H -3.42 -7.75 3.52  N112 1.009
130 C -4.32 -4.01 4.12  H53 1.095, H75 1.096, C76 1.531, O144 1.411
131 C -7.52 -1.68 -5.18  N38 1.464, C90 1.543, H100 1.094, H137 1.092
132 C -1.40 4.99 0.46  H11 1.089, O69 1.411, H139 1.096, H152 1.097
133 H -3.06 -9.77 3.71  C140 1.097
134 C 11.48 5.08 -6.99  H31 1.094, H121 1.088, O143 1.427, H156 1.092
135 O -7.66 -3.38 -7.06  C17 1.393, C90 1.422
136 C 9.65 4.70 -5.50  H15 1.094, C61 1.551, H111 1.099, O143 1.414
137 H -6.78 -2.27 -4.64  C131 1.092
138 H -8.99 -0.28 -3.65  C110 1.094
139 H -1.49 6.06 0.25  C132 1.096
140 C -2.09 -9.28 3.53  H32 1.099, N112 1.453, H133 1.097, C163 1.518
141 H 7.24 3.10 -3.81  C107 1.103
142 H 2.63 3.08 3.55  C26 1.095
143 O 10.93 5.27 -5.69  C134 1.427, C136 1.414
144 O -4.13 -2.77 3.48  C126 1.404, C130 1.411
145 H -3.51 -4.89 -0.37  C122 1.090
146 H -3.65 -1.92 0.06  C124 1.093
147 H 9.78 3.95 -3.46  C61 1.092
148 H -1.86 0.68 1.41  C104 1.098
149 H -9.78 -3.90 3.66  C58 1.089
150 C -1.41 4.96 -1.92  O69 1.437, H85 1.098, H94 1.093, C120 1.528
151 C 1.68 3.23 -5.12  C2 1.542, O77 1.427, H87 1.089, H154 1.099
152 H -2.39 4.67 0.80  C132 1.097
153 H 3.35 0.46 -4.73  C45 1.098
154 H 1.72 3.22 -6.21  C151 1.099
155 H 3.78 1.86 3.85  C26 1.094
156 H 10.74 5.26 -7.78  C134 1.092
157 H 5.05 4.06 6.51  C71 1.088
158 H 3.62 -1.30 2.52  C98 1.091
159 H -2.31 -1.66 1.13  C124 1.098
160 H -6.71 -0.73 -2.37  C55 1.098
161 H -0.05 2.95 0.52  N79 1.014
162 N 0.03 3.84 -3.47  C2 1.448, H65 1.011, C120 1.450
163 C -1.07 -9.82 4.52  O7 1.415, H59 1.099, C140 1.518, H168 1.093
164 H 1.69 -0.30 1.18  C80 1.095
165 H -3.04 -1.05 3.61  C126 1.089
166 H -7.54 -6.26 4.92  C5 1.095
167 H -5.67 -3.72 -7.71  C17 1.094
168 H -1.44 -9.87 5.55  C163 1.093

As for the HOMO-LUMO gap: 0.31998 Eh. Its HOMO energy is -8.210 eV. The LUMO energy is 0.0183 Eh. Its structure (SMILES) is COCCNCCOC.COCCNCCOC.COCCNCCOC.COCCNCCOC.COCCNCCOC.COCCNCCOC.COCCNCCOC.


Question: Which formula does entry 1 have?
Answer: C42H104N8O8